Record 1
{"formula": "C46H30F9HfIN2OPSe2", "method": "ωB97M-V with the def2-TZVPD basis set", "charge": 1, "homo_ev": [-8.1, -8.1], "e_lumo_ev": [-5.76, -5.76], "e_above_lowest_kcal_mol": 204.77, "e_tot_ev": -227050.319, "elements": ["Hf", "I", "C", "C", "C", "C", "C", "C", "C", "C", "C", "C", "H", "H", "H", "H", "H", "H", "Se", "Se", "C", "C", "C", "C", "C", "N", "C", "C", "C", "C", "C", "N", "H", "H", "H", "H", "H", "H", "H", "H", "C", "C", "C", "C", "C", "C", "P", "C", "C", "C", "C", "C", "C", "C", "C", "C", "C", "C", "C", "C", "C", "C", "C", "H", "H", "H", "H", "H", "H", "H", "H", "H", "H", "H", "H", "H", "H", "H", "H", "F", "C", "F", "F", "C", "O", "C", "F", "F", "F", "C", "F", "F", "F"], "coordinates": [[-0.9479, 1.0624, 0.0962], [5.2311, 1.6573, 0.3152], [2.1339, -1.2535, 0.7959], [3.5126, -1.5855, 0.8791], [4.4376, -0.8045, 1.5566], [3.9605, 0.1026, 2.5045], [2.5425, 0.3888, 2.5811], [2.1083, 1.0929, 3.6921], [0.7288, 1.4289, 3.7989], [-0.1511, 0.9573, 2.8309], [0.3054, 0.4078, 1.6246], [1.6123, -0.1332, 1.5276], [3.8260, -2.5250, 0.3494], [5.4731, -1.1386, 1.3586], [4.5922, 0.6502, 3.2407], [2.7083, 1.5404, 4.5208], [0.4459, 2.1334, 4.6066], [-1.2498, 0.8226, 2.9678], [-0.9475, 3.6932, -0.8110], [-1.9361, 3.3083, 1.7232], [-0.7010, 4.3890, 2.6341], [-1.2499, 5.0443, 3.7270], [-0.5772, 6.1105, 4.2461], [0.6274, 6.5384, 3.6762], [1.0586, 5.8527, 2.5490], [0.4728, 4.7045, 2.0932], [-1.7835, 2.6205, -2.1515], [-2.3218, 3.2712, -3.2304], [-2.7216, 2.5377, -4.3550], [-2.8558, 1.1481, -4.1623], [-2.5704, 0.6174, -2.8915], [-1.7554, 1.2682, -2.0366], [-2.1631, 4.7295, 4.2245], [-1.0120, 6.7194, 5.0347], [1.3360, 7.2029, 4.0696], [2.0373, 6.0655, 2.0219], [-2.3846, 4.3139, -3.2331], [-2.9715, 3.1200, -5.2650], [-3.1999, 0.5312, -4.9954], [-2.7934, -0.4433, -2.6267], [2.6408, -6.0469, -2.1657], [3.4414, -4.9216, -2.3627], [3.0500, -3.7015, -1.7538], [2.0548, -3.6511, -0.8140], [1.4298, -4.9276, -0.4212], [1.6177, -6.0486, -1.2403], [1.2335, -2.0285, -0.5031], [-0.4209, -2.3553, 0.0040], [-1.4575, -2.0771, -0.8476], [-2.8018, -2.6880, -0.7224], [-3.1157, -3.1227, 1.7596], [-1.6364, -3.0122, 2.1375], [-0.5619, -2.7411, 1.4014], [1.3211, -1.0741, -1.9992], [1.4390, -1.6108, -3.2950], [2.0806, -0.8599, -4.3101], [2.7838, 0.2866, -4.0759], [2.4825, 0.9609, -2.8250], [2.9114, 2.2977, -2.6059], [2.6090, 2.8440, -1.3555], [1.7657, 2.1539, -0.4610], [1.0401, 1.0670, -0.8279], [1.6150, 0.3436, -1.8824], [2.8927, -6.9365, -2.7606], [4.2842, -5.0037, -3.0608], [3.6839, -2.8404, -2.0178], [0.7651, -5.0262, 0.4442], [0.9639, -6.9160, -1.0695], [-1.2423, -1.7327, -1.8791], [-2.8135, -3.7849, -0.6074], [-3.8353, -3.0199, 2.6214], [-1.4183, -3.1235, 3.2000], [0.3572, -2.8687, 1.9667], [1.2728, -2.6683, -3.4785], [2.0357, -1.2780, -5.3217], [3.6101, 0.5164, -4.7325], [3.6671, 2.7870, -3.2107], [3.0279, 3.8073, -1.0407], [1.7479, 2.6184, 0.5391], [-4.9500, -0.9963, 2.7042], [-3.9384, -0.2562, 2.1935], [-2.8952, -0.4167, 3.0290], [-4.2899, 1.0556, 2.2197], [-3.6861, -0.6877, 0.7047], [-2.4517, -0.0922, 0.3681], [-3.6088, -2.2692, 0.5453], [-4.9439, -2.7103, 0.3865], [-3.4486, -2.3994, -1.9576], [-3.3727, -4.5240, 1.3550], [-4.7191, 0.1411, -0.1756], [-5.9519, 0.1869, 0.4183], [-4.2661, 1.5067, -0.2703], [-4.8562, -0.3026, -1.4346]], "atomic_forces_ev_per_a": [[0.432, 1.467, 0.705], [0.341, 0.923, -0.515], [0.401, 1.387, -0.017], [-1.049, -0.732, -0.613], [0.158, -1.552, 0.642], [-0.467, 0.213, -0.016], [1.437, -1.896, -1.090], [-2.680, 2.236, 0.705], [1.591, 0.070, 0.921], [-0.515, -0.649, -0.609], [0.491, -2.425, 0.903], [2.121, 0.632, 3.001], [-0.045, 1.310, 0.597], [-0.547, 0.802, 0.824], [-0.288, -0.751, -0.822], [0.146, -0.760, -1.188], [-0.161, -0.965, -0.346], [1.035, 1.177, 0.194], [0.011, 0.703, 1.146], [-0.817, -0.865, -2.088], [1.077, 0.880, -0.165], [-0.520, -0.200, 0.423], [0.868, 1.487, 0.489], [-0.492, -1.769, -1.262], [1.395, -1.926, -0.438], [-0.742, 1.290, -0.291], [-0.034, -0.306, 0.117], [-0.111, -0.990, -0.865], [-0.004, -0.267, 0.645], [-0.410, 0.995, -0.233], [1.733, -1.389, -0.788], [-1.943, 0.925, -0.327], [-0.097, 0.017, -0.468], [0.104, -0.447, 0.211], [0.154, 1.453, 0.664], [-1.292, -0.001, 0.825], [0.037, 1.443, 0.017], [0.105, -0.939, 0.520], [-0.150, 0.002, 0.591], [0.269, 1.056, -0.538], [1.114, -0.127, -1.086], [-0.827, 0.001, 0.315], [2.099, -0.596, -1.115], [-2.069, -1.631, 0.515], [0.115, 1.331, -1.216], [-0.433, 0.402, 1.559], [1.485, -0.431, 0.207], [-1.936, 0.821, -0.623], [2.178, -1.882, -0.076], [-1.254, 0.245, 0.020], [-0.061, -1.126, 0.018], [-1.198, 0.153, 0.480], [-0.026, -0.743, 0.154], [0.085, 0.480, -2.219], [0.498, 0.420, 1.468], [-0.450, -0.888, -1.161], [-0.681, -0.542, 1.943], [0.611, 0.202, -1.384], [0.032, -0.034, 1.983], [0.562, -0.069, -1.040], [0.697, 2.096, 0.465], [0.754, -1.457, -0.381], [-0.443, -0.471, -0.747], [-0.375, 0.322, 0.383], [-0.386, 0.360, 0.423], [-0.778, -0.093, 0.111], [-0.013, 0.395, -0.534], [0.627, 0.282, -0.059], [0.028, -0.075, 0.759], [0.468, 0.278, -0.459], [1.051, 0.264, -0.926], [-0.331, -0.364, -0.223], [0.149, 0.387, -0.212], [-0.234, 0.135, -0.073], [0.524, -0.089, 0.412], [-0.317, 0.814, -0.210], [-0.387, -0.104, -0.354], [-0.050, -0.538, -0.193], [-0.693, -0.137, -0.320], [0.356, 0.670, -0.163], [-1.286, -0.102, 0.218], [-0.395, -0.066, -0.807], [0.416, -0.936, 0.503], [2.035, 1.331, 0.354], [-2.394, -1.900, 0.724], [-1.606, 0.216, -0.720], [0.966, 0.540, -0.245], [0.039, -0.252, 1.319], [0.619, 2.013, 0.361], [-1.226, 1.145, 0.254], [1.610, -0.099, -1.071], [-0.925, -2.641, -0.040], [0.115, 0.455, 1.250]]}


Record 2
{"formula": "C46H32BrF5N7O2STi", "method": "ωB97M-V with the def2-TZVPD basis set", "charge": 0, "homo_ev": [-7.0, -7.4], "multiplicity": 2, "e_lumo_ev": [-1.84, -1.86], "e_above_lowest_kcal_mol": 30.60, "e_tot_ev": -180330.670, "elements": ["Ti", "C", "C", "C", "C", "N", "C", "N", "C", "N", "C", "N", "C", "C", "C", "C", "C", "N", "C", "C", "C", "C", "C", "C", "H", "H", "H", "H", "H", "H", "H", "H", "H", "H", "H", "H", "Br", "C", "C", "C", "C", "C", "C", "N", "C", "C", "C", "C", "C", "C", "N", "H", "H", "H", "H", "H", "H", "H", "H", "H", "F", "C", "C", "F", "C", "F", "C", "S", "C", "F", "C", "F", "C", "C", "C", "C", "C", "C", "C", "C", "C", "C", "O", "O", "H", "H", "H", "H", "H", "H", "H", "H", "H", "H", "H"], "coordinates": [[-0.0847, 0.4703, 0.3997], [-1.3696, -0.3726, -4.6703], [-1.6851, 0.9704, -4.5194], [-2.2319, 1.4021, -3.3291], [-2.4383, 0.4583, -2.3127], [-2.0873, -0.8280, -2.4387], [-1.5764, -1.2179, -3.5941], [-3.2113, 0.7930, -1.2386], [-3.0712, 0.3960, -0.0385], [-1.9615, -0.1997, 0.5682], [-2.3784, -0.7391, 1.7448], [-1.7507, -1.5437, 2.5507], [-0.4839, -1.9675, 2.3734], [-0.0384, -2.9657, 3.2660], [1.2527, -3.4202, 3.1913], [2.0903, -2.8876, 2.2098], [1.5958, -1.9039, 1.3787], [0.3427, -1.4437, 1.4371], [-3.7654, -0.3422, 2.0167], [-4.6082, -0.5738, 3.0891], [-5.8695, 0.0078, 3.0483], [-6.2807, 0.7653, 1.9565], [-5.4479, 0.9688, 0.8637], [-4.1796, 0.4235, 0.9205], [-0.9579, -0.7492, -5.5924], [-1.5211, 1.6652, -5.3315], [-2.5065, 2.4301, -3.1499], [-1.3207, -2.2687, -3.6681], [-0.7428, -3.3265, 3.9981], [1.6219, -4.1555, 3.8906], [3.1063, -3.2319, 2.1008], [2.2437, -1.4504, 0.6350], [-4.2916, -1.1863, 3.9200], [-6.5504, -0.1212, 3.8784], [-7.2702, 1.2019, 1.9621], [-5.7722, 1.5430, 0.0099], [3.0595, 4.0387, -5.6765], [2.6556, 3.3327, -3.9624], [1.4132, 2.7686, -3.7218], [1.1401, 2.2289, -2.4849], [2.0931, 2.2337, -1.4534], [3.3207, 2.8721, -1.7132], [3.6044, 3.3988, -2.9551], [1.7598, 1.6366, -0.2480], [2.6604, 1.5019, 0.7084], [2.2607, 1.0368, 1.9714], [3.2009, 0.6916, 2.9718], [2.7692, 0.1963, 4.1671], [1.3816, 0.1418, 4.3955], [0.5178, 0.5322, 3.4038], [0.9017, 0.9189, 2.1731], [0.6607, 2.7506, -4.4943], [0.1789, 1.7693, -2.3080], [4.0664, 2.9768, -0.9409], [4.5565, 3.8712, -3.1440], [3.7115, 1.7528, 0.5657], [4.2523, 0.7931, 2.7514], [3.4592, -0.1282, 4.9294], [0.9934, -0.1950, 5.3403], [-0.5452, 0.5154, 3.6045], [-4.4098, 5.5665, 3.5203], [-3.6857, 4.8998, 2.6121], [-3.0770, 3.6932, 2.9420], [-3.2067, 3.1652, 4.1674], [-2.3134, 3.0520, 1.9884], [-1.6817, 1.8807, 2.2997], [-2.0864, 3.5469, 0.7000], [-1.0010, 2.7607, -0.3684], [-2.7457, 4.7518, 0.3859], [-2.6074, 5.2870, -0.8324], [-3.5198, 5.4150, 1.3239], [-4.1011, 6.5783, 1.0057], [4.0656, -5.6238, -0.9671], [3.2640, -4.3838, -1.2255], [3.8718, -3.2173, -1.6684], [3.1287, -2.0787, -1.9297], [3.7973, -0.8277, -2.4173], [1.7457, -2.1142, -1.7083], [1.1099, -3.2680, -1.2426], [-0.3728, -3.3405, -1.0106], [1.8933, -4.3919, -1.0108], [0.9796, -0.8696, -2.0459], [1.0467, -0.3858, -3.1561], [0.2749, -0.3488, -1.0828], [5.1048, -5.4930, -1.2627], [3.6512, -6.4608, -1.5284], [4.0322, -5.8821, 0.0926], [4.9397, -3.2044, -1.8296], [4.8797, -0.9287, -2.3857], [3.5066, 0.0316, -1.8128], [3.4886, -0.6200, -3.4410], [-0.8275, -4.0195, -1.7324], [-0.8580, -2.3687, -1.0997], [-0.5826, -3.7344, -0.0161], [1.4240, -5.3038, -0.6696]], "atomic_forces_ev_per_a": [[-1.452, 1.863, 0.977], [-0.147, 0.042, -0.076], [0.019, -0.162, 0.027], [0.079, -0.189, 0.207], [0.325, -0.305, -0.814], [-0.327, 0.157, 0.075], [-0.134, 0.063, -0.432], [-0.869, 0.151, 1.197], [-0.124, 0.232, -1.058], [-0.702, -0.673, 0.369], [0.113, -0.616, -0.083], [-0.826, 0.436, 0.458], [0.490, -0.404, -0.341], [0.080, 0.076, -0.228], [-0.063, 0.184, -0.198], [-0.002, 0.063, -0.045], [0.414, -0.356, 0.197], [-0.197, -0.348, 0.603], [-0.590, 0.578, -0.394], [0.108, -0.009, -0.114], [0.006, -0.037, 0.100], [0.000, 0.044, -0.053], [0.101, 0.005, 0.020], [-0.111, -0.367, 0.834], [0.073, -0.062, -0.074], [-0.010, 0.058, -0.058], [-0.074, 0.059, -0.023], [0.057, -0.076, -0.020], [-0.057, -0.012, 0.042], [0.008, -0.131, 0.013], [0.119, 0.058, -0.053], [-0.055, -0.032, 0.064], [0.045, -0.011, 0.080], [-0.001, -0.058, 0.035], [-0.033, 0.012, -0.011], [0.021, 0.050, -0.114], [-0.048, -0.059, 0.182], [-0.269, -0.069, -0.064], [0.221, 0.246, -0.236], [0.140, -0.194, 0.683], [0.240, 0.731, -1.573], [-0.281, -0.252, 0.255], [0.128, 0.067, -0.031], [1.914, -0.624, 2.588], [-0.582, 0.889, -2.977], [-1.084, -0.732, 2.342], [-0.369, 0.472, -1.220], [-1.127, -0.110, 0.499], [1.110, 0.085, -0.022], [-0.374, 0.271, -0.142], [2.376, 0.614, 1.523], [-0.033, -0.058, -0.060], [0.120, 0.063, -0.183], [0.099, 0.013, 0.055], [0.052, 0.027, 0.027], [-0.149, 0.049, 0.019], [0.104, 0.031, -0.057], [0.111, 0.000, 0.057], [-0.118, -0.048, 0.134], [0.013, -0.075, -0.181], [0.056, -0.106, -0.139], [0.157, -0.119, -0.228], [-0.030, 0.038, -0.028], [-0.059, 0.137, -0.127], [0.346, -0.137, -0.552], [-0.509, 0.779, 0.533], [-0.633, 0.251, 0.732], [0.682, 0.370, -0.318], [0.205, -0.532, 0.229], [-0.031, -0.009, 0.193], [-0.014, -0.046, 0.224], [0.021, -0.139, 0.060], [0.000, -0.036, 0.011], [-0.100, -0.053, 0.105], [-0.122, -0.017, 0.030], [-0.142, -0.039, 0.112], [0.060, -0.048, -0.137], [-0.051, -0.036, -0.144], [0.121, 0.066, -0.089], [-0.043, 0.148, -0.022], [0.152, 0.108, -0.181], [0.708, -0.566, -1.213], [0.042, -0.187, 0.496], [0.491, -1.076, -2.378], [0.038, -0.026, 0.025], [0.039, -0.086, 0.023], [0.058, -0.075, 0.002], [0.166, 0.024, -0.025], [0.075, -0.012, 0.029], [0.049, 0.071, -0.049], [0.059, 0.115, 0.008], [-0.057, -0.037, -0.039], [-0.083, -0.175, 0.007], [-0.007, -0.059, 0.051], [-0.122, -0.112, 0.082]]}